DFT (ωB97M-V with the def2-TZVPD basis set) results for the ion C3H6ClN2 with charge +1 in a non-equilibrium geometry.

Values from the calculation:
Net charge = +1
Energy above the lowest of the compared OMol25 structures with the same formula, charge and spin = 1.890 eV
Kohn-Sham gap (spin up / spin down) = 8.57 / 6.61 eV
2S+1 = 3

XYZ file:
```
12
Properties=species:S:1:pos:R:3:forces:R:3
Cl -0.15526 -2.83449 -1.64582 0.313 0.768 0.215
N 0.76187 -0.38926 -0.85682 2.122 -2.510 -1.604
N -1.29847 -0.46576 1.09661 -2.646 1.850 -1.137
C 0.03189 -1.44013 -0.81283 0.462 0.216 -0.520
C -0.71486 0.74576 0.65459 -1.652 0.170 -1.681
C 0.65119 0.77528 0.04982 1.406 1.387 -0.640
H 0.84333 1.58772 -0.75077 -0.649 -0.581 1.923
H -0.86168 -1.08197 1.68029 2.346 -1.689 2.098
H 1.41414 0.89387 0.89250 -0.384 -0.926 -1.584
H -0.80129 1.51789 1.36238 0.152 0.946 1.662
H 1.57398 -0.43275 -1.59713 -1.701 0.432 1.647
H -1.44483 1.12384 -0.07280 0.231 -0.063 -0.379
```
Forces are in eV/Å.

natural (NBO) atomic charge list, values in e, 2 entries: atom 1 (Cl): 0.30, atom 2 (N): -0.54

=====

DFT (ωB97M-V with the def2-TZVPD basis set) results for a cluster of 2 separate species, C4H9NSi in total in a non-equilibrium geometry.

Values from the calculation:
Structure (SMILES) = N=C=C[SiH3].C=C
Energy above the lowest of the compared OMol25 structures with the same formula, charge and spin = 3.596 eV
Kohn-Sham gap = 9.78 eV

XYZ file:
```
15
Properties=species:S:1:pos:R:3:forces:R:3
Si 2.30062 0.79434 0.24478 -0.581 -0.353 -0.458
N 0.00322 -2.21723 0.09579 0.412 -0.307 -0.173
C 0.96554 -0.06816 -0.75331 1.619 0.385 -0.008
C -1.52068 0.60414 -0.33237 -1.065 0.770 0.152
C -2.29888 -0.09199 0.47597 -0.241 -0.190 0.123
C 0.42074 -1.16439 -0.32938 0.052 -0.856 0.285
H -0.91069 1.40789 0.04200 0.063 0.120 0.012
H -2.29681 0.06333 1.54261 0.016 0.077 0.187
H -2.95789 -0.86382 0.10689 -0.086 -0.090 -0.095
H -1.56955 0.48977 -1.40242 0.047 -0.078 -0.147
H 2.19707 0.38380 1.64449 -0.006 -0.060 0.260
H 0.82323 0.24117 -1.77510 -0.198 -0.011 -0.190
H -0.86735 -2.27957 0.60588 -0.252 0.325 0.030
H 2.07876 2.23803 0.11110 0.040 0.256 0.053
H 3.63267 0.46269 -0.27693 0.182 0.012 -0.033
```
Forces are in eV/Å.

natural (NBO) atomic charge list, values in e, 2 entries: atom 1 (Si): 0.90, atom 2 (N): -0.65

=====

DFT (ωB97M-V with the def2-TZVPD basis set) results for an isolated molecule of C4H7NO2.

Values from the calculation:
Structure (SMILES) = C[C@H]1CNC(=O)O1
Energy above the lowest of the compared OMol25 structures with the same formula, charge and spin = 0.116 eV
Kohn-Sham gap = 10.91 eV

XYZ file:
```
14
Properties=species:S:1:pos:R:3:forces:R:3
O 0.74392 -1.13712 -0.01243 0.146 -0.054 -0.049
O 2.95905 -0.78004 0.36818 -0.478 0.114 -0.101
N 1.45126 0.96534 0.08311 0.225 -0.014 0.041
C 0.01715 1.00753 0.27366 -0.141 -0.037 0.067
C -0.32880 -0.27806 -0.45655 -0.164 0.095 -0.062
C -1.70447 -0.83410 -0.17614 0.006 -0.035 0.032
C 1.85324 -0.35298 0.17016 0.288 -0.098 0.056
H -1.96178 -0.77630 0.88580 0.101 -0.081 -0.112
H -1.79321 -1.87087 -0.50917 0.058 0.124 0.030
H -0.18398 -0.14306 -1.53549 -0.084 0.053 0.069
H -0.45744 1.90306 -0.13269 0.107 -0.137 0.016
H 2.07701 1.66786 0.44214 -0.036 -0.115 0.092
H -2.43095 -0.23505 -0.73767 0.077 -0.116 0.121
H -0.24101 0.86379 1.33710 -0.104 0.301 -0.201
```
Forces are in eV/Å.

natural (NBO) atomic charge list, values in e, 2 entries: atom 1 (O): -0.50, atom 2 (O): -0.60

=====

DFT (ωB97M-V with the def2-TZVPD basis set) results for a structure of composition C4H11NO2 in a non-equilibrium geometry.

Values from the calculation:
Energy above the lowest of the compared OMol25 structures with the same formula, charge and spin = 9.245 eV
Kohn-Sham gap = 4.88 eV

XYZ file:
```
18
Properties=species:S:1:pos:R:3:forces:R:3
O -1.06566 -2.68846 -0.73474 0.941 0.492 0.745
O -0.64723 2.39681 1.37909 0.785 -1.155 -0.169
N 1.09473 0.72762 0.97528 1.057 -1.698 -0.520
C 0.19098 -0.09280 0.28187 -1.451 -0.152 -0.165
C -0.14328 0.31603 -1.15162 -1.439 -0.841 1.114
C 0.74027 -1.49844 0.37890 2.469 1.650 2.431
C -0.52515 1.51267 -1.55410 1.140 0.480 0.041
H -0.55052 -0.55642 -1.66313 0.936 0.017 -0.671
H 1.80283 -1.56924 0.13844 -0.034 -0.067 -0.534
H 0.60645 -1.96615 1.36941 -0.405 -0.130 -0.455
H 0.49025 1.60750 1.35586 -1.550 2.256 -0.223
H -0.02242 -2.24546 -0.27760 -2.461 -1.240 -1.661
H -0.80568 -0.10603 0.78928 0.182 -0.132 -0.123
H -0.83432 -3.23157 -1.49809 0.357 -0.003 -0.051
H -0.63914 3.19940 1.90383 0.356 0.122 0.289
H 1.44347 0.23053 1.78642 -0.246 0.042 0.428
H -0.55249 1.61624 -2.63017 -0.874 0.391 -0.040
H -0.58309 2.34779 -0.84891 0.238 -0.032 -0.438
```
Forces are in eV/Å.

natural (NBO) atomic charge list, values in e, 2 entries: atom 1 (O): -0.81, atom 2 (O): -0.95